1.
5
Properties=species:S:1:pos:R:3 method="wB97M-V/def2-TZVPD" total_charge=0 orbital_gap_ev=7.489 total_energy_ev=-34573.717 de_lowest_kcal_mol=81.3 e_homo_ev=-8.85 e_lumo_ev=-1.36
C 1.16517 0.88483 -0.65279
C -0.36462 -0.66137 0.92145
S 1.39752 -0.66014 -0.08208
S -1.59475 -0.64333 -0.32953
S -0.60332 1.08001 0.14295

***

2.
160
Properties=species:S:1:pos:R:3 method="wB97M-V/def2-TZVPD" total_charge=+3 orbital_gap_ev=8.322 total_energy_ev=-88314.266 e_homo_ev=-14.63 e_lumo_ev=-6.31
Y -0.17804 0.16465 -0.89729
O 2.16830 0.67308 -0.42467
H 2.89133 0.58928 -1.04631
H 2.46001 1.34281 0.19387
O -0.05037 2.56152 -0.70457
H 0.32434 3.07478 0.01124
H -0.49461 3.20623 -1.25523
O 4.52440 0.47794 -1.99428
H 4.88639 1.26455 -2.40224
H 4.67339 -0.21584 -2.63670
O -4.06097 1.48186 -3.44359
H -4.97340 1.19903 -3.50451
H -3.98798 2.19516 -4.07772
O 0.59618 -1.60302 -2.38290
H 0.50600 -2.55256 -2.30245
H 1.00762 -1.47256 -3.23726
O -1.72542 -1.54414 -0.92773
H -2.40887 -1.88604 -0.35133
H -1.85116 -2.01234 -1.75308
O -2.26081 1.11270 -0.28386
H -2.53400 2.02860 -0.33617
H -3.01241 0.65953 0.09819
O 0.89153 -1.75682 0.37211
H 1.44551 -2.50263 0.14167
H 0.56469 -1.96221 1.24802
O 0.04478 0.68702 1.33754
H 0.61794 0.26387 1.97681
H -0.29344 1.45851 1.79212
O -0.76414 0.17937 -5.28728
H -0.18124 -0.20026 -5.94481
H -0.89034 1.08439 -5.57232
O -1.53539 0.26786 -2.82593
H -1.36012 0.17885 -3.76273
H -2.45781 0.51883 -2.77715
O 2.17194 -1.11996 -4.62112
H 2.07315 -1.85402 -5.22745
H 3.07223 -1.19037 -4.30371
O 1.27115 1.12501 -2.85604
H 1.31485 2.07869 -2.92540
H 1.81906 0.80684 -3.57354
C -0.89777 -3.75772 2.61800
O 0.23257 -2.88313 2.45609
C 0.96506 -2.85823 3.69015
C 2.25814 -2.08295 3.36049
N 2.08313 -0.66196 3.23484
C 1.84260 -0.03287 4.46862
C 3.26290 0.17137 5.11410
O 3.87735 1.21927 4.40323
C 5.10905 1.67622 4.97736
H -1.64907 -3.47628 3.35586
H -0.74049 -4.81759 2.81811
H -1.57472 -3.65878 1.76944
H 1.24150 -3.84838 4.05248
H 0.26067 -2.46081 4.42090
H 2.50505 -2.44536 2.36260
H 3.08194 -2.38086 4.00911
H 3.01347 -0.35411 2.99032
H 1.29442 -0.69975 5.13411
H 1.34707 0.93743 4.50135
H 3.96179 -0.66462 5.08641
H 3.05297 0.40346 6.15820
H 4.94956 2.42451 5.75372
H 5.71821 2.14295 4.20329
H 5.68835 0.88522 5.45362
C 1.65295 4.98113 0.40046
O 1.56770 3.66158 0.92419
C 2.34954 3.57044 2.08003
C 3.83321 3.32851 1.68985
N 3.97595 1.89372 1.60752
C 5.22933 1.59280 0.86705
C 5.56802 0.05648 1.01624
O 5.94688 -0.06430 2.40197
C 6.20197 -1.41840 2.77005
H 0.97201 4.95672 -0.45032
H 2.65884 5.11288 0.00180
H 1.39297 5.77923 1.09583
H 1.88792 2.76469 2.65079
H 2.11277 4.38149 2.76867
H 4.47765 3.56771 2.53577
H 4.13501 4.04429 0.92521
H 3.94222 1.44367 2.51108
H 6.04968 2.26482 1.11909
H 5.09623 1.74530 -0.20399
H 6.39947 -0.26124 0.38707
H 4.69897 -0.58966 0.89234
H 6.73390 -1.41984 3.72144
H 6.92397 -1.85997 2.08314
H 5.28874 -2.01346 2.77297
C -3.14196 -2.21042 -4.17480
O -2.35489 -2.83735 -3.12531
C -1.91052 -4.10489 -3.57911
C -1.18279 -4.71340 -2.41785
N 0.25884 -4.42988 -2.28581
C 0.78307 -5.10511 -1.10004
C 2.29752 -4.89201 -0.94617
O 2.51291 -3.54162 -0.49085
C 3.67657 -2.90472 -0.98847
H -3.93546 -2.75224 -4.68949
H -2.49042 -1.89587 -4.99006
H -3.53588 -1.27673 -3.77335
H -1.25958 -4.03082 -4.45025
H -2.78855 -4.70535 -3.81703
H -1.20528 -5.80084 -2.48908
H -1.72446 -4.63021 -1.47563
H 0.77024 -4.72078 -3.10676
H 0.69619 -6.18934 -1.17062
H 0.22032 -4.77754 -0.22590
H 2.69815 -5.15439 -1.92532
H 2.75277 -5.53001 -0.18866
H 3.51892 -1.84595 -0.78293
H 3.73894 -3.02484 -2.07003
H 4.54723 -3.33986 -0.49785
C -7.08807 -3.02065 0.48295
O -6.01672 -2.77753 -0.37451
C -5.83469 -1.39231 -0.71508
C -5.43810 -0.47771 0.43496
N -4.06357 -0.89710 0.92128
C -3.87619 -0.39628 2.32801
C -4.75157 -1.03673 3.38500
O -5.02348 -2.36853 3.10805
C -5.47246 -3.06693 4.26369
H -7.05135 -2.40402 1.38101
H -7.14263 -4.06578 0.78763
H -7.99434 -2.57048 0.07785
H -6.74089 -1.06027 -1.22169
H -5.05230 -1.36689 -1.47359
H -6.18807 -0.66551 1.20331
H -5.45807 0.57927 0.16945
H -4.27464 -1.86814 1.10193
H -3.83738 0.69014 2.40721
H -2.88074 -0.69726 2.65451
H -5.67150 -0.45702 3.30915
H -4.25395 -0.86315 4.33912
H -5.60153 -4.13785 4.10694
H -6.40448 -2.67154 4.66756
H -4.74412 -2.92595 5.06228
C 2.94539 3.89613 -2.79854
O 1.54684 3.65493 -2.75191
C 0.74023 4.54316 -3.54133
C -0.79233 4.25866 -3.50649
N -1.24630 4.50682 -2.13294
C -2.73730 4.46009 -2.20001
C -3.48274 4.75737 -0.89777
O -3.11598 3.78347 0.12919
C -3.64037 4.08281 1.45850
H 3.41027 3.14000 -2.16588
H 3.15122 4.89973 -2.42634
H 3.36361 3.95285 -3.80351
H 0.98230 4.43295 -4.59838
H 0.95348 5.58948 -3.32264
H -1.02264 3.26225 -3.88360
H -1.22360 4.94353 -4.23660
H -1.07617 5.44304 -1.79432
H -3.08336 3.47019 -2.49742
H -3.07059 5.24499 -2.87894
H -4.56866 4.77155 -0.99086
H -3.23809 5.77482 -0.59274
H -3.20524 5.03171 1.77210
H -3.22478 3.28410 2.07287
H -4.72966 4.04474 1.44857